[1]
Formula: C36H84O8
Source: the OMol25 dataset
Level of theory: ωB97M-V with the def2-TZVPD basis set

Structure (XYZ):
```
128
C36H84O8 ωB97M-V with the def2-TZVPD basis set
C 2.112 -4.767 5.080
H 1.580 -0.530 -1.889
H 4.994 -0.757 -4.964
H -3.029 3.711 -6.601
C 3.529 6.830 1.096
H -1.450 3.497 -5.848
C -2.144 3.070 -6.577
C -1.245 0.722 1.988
H 1.724 -3.766 5.290
C 6.436 5.663 -0.844
H -2.910 -0.284 -2.301
H -5.743 -2.535 -1.870
H -3.238 1.225 -6.898
H 2.638 5.165 0.097
H 7.399 6.112 -1.099
C 3.625 5.627 0.174
H 5.178 0.885 -5.574
H 1.735 1.943 6.039
H -5.624 -2.275 -0.039
H -0.690 -3.677 2.427
C -5.175 -6.210 -1.674
H 1.170 1.039 4.647
C 0.054 -2.074 -1.287
H 2.520 3.284 -3.552
C -4.140 2.213 -4.522
H -5.036 0.203 2.957
H -5.480 0.691 -5.270
H -1.312 -0.263 1.520
C 4.062 1.814 -3.187
H -1.607 1.022 -6.287
H -6.259 2.253 -4.931
H 0.297 -5.818 3.339
C 0.984 1.219 5.709
H 2.103 -1.460 -0.409
H 1.685 -6.828 5.576
H 1.421 -5.681 6.910
H -0.151 -2.028 -0.153
C -2.393 1.608 1.539
H 0.843 -2.843 2.774
H 0.205 4.053 7.125
H 3.146 -4.781 5.435
H -0.487 -1.108 -3.208
H 2.098 -0.549 6.253
O -3.670 1.004 1.700
H -0.608 0.065 -1.810
C 2.580 -4.008 -1.931
O -2.956 1.506 -4.863
H -4.377 -5.953 -0.899
O 2.169 -4.993 3.679
H -0.860 1.229 7.721
H 0.338 -0.795 6.160
H 1.643 -3.835 0.157
H -1.258 0.571 3.071
H 3.479 -2.049 -2.612
C -2.405 -1.302 -2.103
H -1.786 2.517 6.975
H -4.563 1.582 4.916
H -4.324 2.011 -3.463
H -2.364 2.579 2.044
C 1.125 -0.096 6.457
H -2.655 -1.943 -3.015
H -3.375 -0.088 3.439
H -2.282 1.810 0.470
C 3.165 0.394 -4.922
C 0.927 -4.993 2.990
H -4.780 2.648 3.508
H 1.078 2.803 8.009
C -2.503 1.642 -6.202
H 2.903 7.608 0.651
H 3.685 3.139 -4.865
C -5.356 1.776 -5.319
C -0.773 2.125 7.097
C -0.825 -1.024 -2.107
H 6.368 4.678 -1.313
H -0.382 3.504 8.711
H 1.643 -4.579 -2.268
H 3.519 -3.501 0.102
O -6.510 -4.586 0.596
C 2.432 -2.499 -2.453
H -2.259 -1.886 0.143
H 4.293 4.864 0.590
C 1.326 -5.828 5.831
C 1.605 -1.588 -1.434
H 6.416 5.511 0.238
H 4.028 1.886 -2.097
O -0.318 1.781 5.796
H -0.149 -3.462 4.094
C 2.647 -4.118 -0.325
H 5.327 7.526 -0.795
H -4.727 -6.017 -2.715
O 4.016 5.959 -1.150
H 2.824 -5.216 -0.082
C -6.114 -4.361 -0.570
H -0.056 -3.156 -1.616
C -4.050 0.670 3.028
H -1.683 3.100 -7.566
H 2.493 -0.464 -5.005
C -3.752 -3.255 -0.991
H -3.589 -3.621 -2.070
H -3.164 2.319 4.130
H 3.544 -4.472 -2.344
H 0.263 -5.789 5.582
H -5.474 -7.308 -1.618
C 0.080 3.183 7.775
H 1.888 -2.465 -3.468
H -3.979 3.292 -4.609
H -0.286 1.176 1.726
H 5.107 1.624 -3.453
H -5.262 2.046 -6.374
C -2.997 -1.852 -0.718
H 4.362 -0.324 -6.569
C 4.502 0.027 -5.544
H 5.416 6.758 -2.369
C 5.296 6.556 -1.301
C -4.146 1.874 3.949
H 2.689 1.216 -5.467
C 0.190 -3.667 3.075
C -5.355 -2.984 -0.884
H 4.154 3.962 -3.375
H 4.512 7.270 1.284
H 1.043 0.048 7.537
H -3.825 -1.119 -0.391
C 3.577 3.126 -3.778
H 3.103 6.541 2.059
H 1.156 -5.199 1.942
O -6.348 -5.335 -1.581
H -3.444 -4.090 -0.279
O 3.252 0.702 -3.539
```

Computed properties:
Charge   0
Gap between HOMO and LUMO   10.071 eV
Lowest unoccupied orbital energy   0.49 eV
E_tot   -55068.744 eV
Structure (SMILES)   CCCCCCCCCCC(=O)OC.CCOCC.CCOCC.CCOCC.CCOCC.CCOCC.CCOCC
Spin multiplicity   1

***

[2]
Formula: C36H88BN2O24S6
Source: the OMol25 dataset
Level of theory: ωB97M-V with the def2-TZVPD basis set

Structure (XYZ):
```
157
C36H88BN2O24S6 ωB97M-V with the def2-TZVPD basis set
C 1.368 -0.321 -0.318
H 0.117 6.320 3.594
H 7.238 -5.246 -2.088
H 0.179 4.290 2.669
H 7.569 0.107 8.862
H 0.134 3.030 -3.017
O -4.447 -6.632 -5.115
C 1.960 2.070 5.167
H 1.233 1.713 6.039
H -6.425 -4.249 -2.714
S -4.958 -7.313 -6.284
H -2.964 -8.583 -6.442
O -2.837 -0.260 4.210
C 8.312 0.878 9.090
C -2.972 8.665 -1.087
H -0.699 -0.760 0.792
H 7.618 2.148 7.480
H 9.246 2.535 8.047
H 3.071 -0.430 -2.822
S -1.256 8.507 0.893
H -5.241 -0.941 2.811
H 0.044 3.771 6.242
O -0.039 0.390 2.996
H -3.986 -8.724 -7.918
O 4.865 -5.550 -0.928
C -6.312 -3.256 -3.160
H -6.237 -2.263 -7.882
H -5.283 -2.935 -2.978
H 6.449 -1.766 6.129
C -0.697 2.197 -3.145
H 8.998 1.104 7.052
O -3.245 2.102 3.403
O -1.417 0.967 -8.060
H 1.547 1.146 -4.610
H -1.957 5.264 4.125
H -1.331 10.457 2.233
H -1.547 -1.356 -6.773
O -3.072 -0.267 -9.477
C 6.419 -4.748 -2.618
O -2.014 7.732 1.854
O 3.824 0.397 5.503
H -1.356 2.421 -4.112
H -0.763 0.854 -10.681
H -1.428 2.187 -2.210
O -4.752 -1.856 -5.370
H -3.031 -7.242 -7.626
H 3.122 -5.621 1.258
S 4.450 -4.207 -0.102
H -1.413 3.760 2.610
C -2.914 -1.169 3.057
C -4.059 7.751 -0.547
C -1.566 1.582 -10.546
O -5.802 -6.649 -7.256
C 1.114 -1.188 -1.687
H 1.852 1.708 -2.781
H 2.087 -0.902 0.427
H 4.193 -1.779 5.153
H -2.261 8.111 -1.707
H 0.991 5.674 4.953
C -3.596 -8.048 -7.154
S -2.589 1.068 -9.189
H -2.215 -2.099 3.323
H 5.866 -0.150 6.943
H -2.638 -0.660 2.039
H -6.945 -9.628 -4.516
H -0.643 0.760 -0.322
H 3.337 1.054 3.508
H 0.013 10.502 1.036
C -6.748 -8.612 -4.871
H 3.776 -4.212 2.148
H -0.439 0.718 5.056
C 1.927 -0.579 -3.015
C 4.003 -4.996 1.424
O 5.644 -3.421 0.137
O -6.558 -3.392 -4.556
C 2.782 0.776 4.500
O -3.481 2.152 -8.846
H -4.759 -2.147 4.176
N 0.099 6.098 4.614
H -0.915 0.976 -6.087
O -2.298 9.349 -0.037
O -7.179 -1.130 -5.433
H -1.163 2.574 -10.334
C 5.098 -5.437 -2.328
O 10.131 1.763 11.368
H -2.555 1.529 -6.413
H -7.184 -1.289 -2.887
H 1.848 -1.336 -3.935
O -0.136 0.842 -3.326
H -7.876 -7.019 -5.817
H -8.847 -8.085 -4.796
H -3.482 2.752 4.129
H 4.880 -0.625 3.818
O 11.409 1.795 9.181
H 12.592 0.153 11.198
C -0.647 1.250 4.005
H -3.214 -0.830 -6.992
H 6.633 -4.749 -3.690
H -8.333 -2.615 -2.735
H 1.612 1.015 1.798
H 4.846 -5.593 1.776
S -6.157 -2.153 -5.536
H -1.700 3.224 5.814
O 3.261 -3.637 -0.695
H -0.026 -1.355 -1.900
C 6.054 -0.687 5.895
C -2.291 -0.624 -6.442
H 11.933 -0.894 9.909
C 1.327 0.907 -3.479
H 11.133 -0.832 11.521
C 11.681 -0.266 10.765
H 1.949 0.671 -0.628
H -4.740 8.307 0.105
C 4.662 -0.705 4.971
O -0.247 7.910 0.046
C -0.019 2.583 1.522
H -2.191 1.613 -11.439
H 4.266 -4.922 -2.818
H -3.632 6.938 0.048
H -3.433 9.425 -1.725
O 1.351 2.955 4.183
C -8.013 -8.058 -5.503
C -0.121 2.791 4.072
H -7.396 -3.394 -7.127
C -7.306 -2.309 -2.511
N -0.434 3.419 2.701
H 5.132 -6.454 -2.732
H -2.496 -0.777 -5.379
H -0.910 2.649 0.731
S 10.676 1.088 10.211
H -5.641 -3.791 -7.167
H 2.105 -0.175 4.374
H -6.447 -8.019 -4.002
C 8.553 1.713 7.845
C -0.732 3.676 5.339
C -1.802 0.790 -6.701
O -5.687 -8.694 -5.816
H 0.896 3.126 0.979
C -0.015 0.151 0.456
C -4.469 -1.785 3.076
H 6.404 -3.706 -2.282
B -2.294 1.071 3.833
C 0.418 1.054 1.796
H 2.809 2.701 5.720
H 7.907 1.487 9.903
C -1.101 5.238 4.943
H -4.631 7.302 -1.363
H -4.523 -2.733 2.392
O 9.498 0.209 9.505
H 0.145 9.487 2.503
C -0.536 9.885 1.749
H -7.169 -2.283 -1.426
H -8.281 -8.632 -6.396
H 1.605 -2.260 -1.502
C -6.381 -2.994 -7.084
H 6.875 -0.030 5.338
H -1.592 5.703 5.926
```

Computed properties:
Charge   +1
Gap between HOMO and LUMO   9.108 eV
Lowest unoccupied orbital energy   -2.55 eV
E_tot   -156549.800 eV
Spin multiplicity   1

***

[3]
Formula: C36H88N7O9
Source: the OMol25 dataset
Level of theory: ωB97M-V with the def2-TZVPD basis set

Structure (XYZ):
```
140
C36H88N7O9 ωB97M-V with the def2-TZVPD basis set
H -0.224 0.717 -2.064
H -4.988 -2.884 -7.957
H -5.352 -0.931 -6.919
H -6.087 3.633 -2.746
H -7.094 1.616 -4.348
H 6.177 -6.628 3.397
H -3.000 -1.533 -0.858
H 6.255 -9.670 3.774
H -11.575 6.034 -1.384
C -7.597 5.231 0.008
H 0.123 -2.120 7.911
C -3.338 -0.718 -6.154
C -8.385 5.363 -1.285
H -8.773 6.382 -1.399
H 7.423 -8.683 2.903
H -0.993 -1.824 0.544
H -5.025 2.412 -4.668
N 6.264 -0.551 2.401
C 0.526 -3.664 6.458
H -11.125 3.658 -0.700
C 3.564 1.946 1.774
C -0.356 5.400 -2.942
H 4.169 -9.366 7.037
H 6.839 3.329 3.592
C 3.678 -2.649 0.772
H -0.706 3.595 -4.072
H -4.778 4.587 -3.440
N 10.111 -1.205 3.711
C -2.050 -1.118 -1.192
C 0.404 -3.173 7.891
C -10.439 4.463 -0.439
H 0.838 -4.714 6.436
C -6.900 0.676 -3.830
H -10.030 4.222 0.549
H -7.721 5.187 -2.131
O 8.544 0.254 2.497
H -3.472 -1.229 -10.047
O -4.653 1.235 -3.003
H 4.212 -3.588 0.747
C 2.358 6.544 -3.422
H -2.457 -0.097 -6.327
C 9.388 -0.516 3.145
H -3.049 -1.757 -6.320
H -1.678 4.985 -4.588
C 2.732 -2.802 6.074
H -5.866 -0.082 -2.111
C -11.194 5.781 -0.395
H 5.928 -0.040 3.201
H -7.236 4.208 0.130
H 0.139 2.855 -0.725
H 3.475 -0.138 2.534
H 8.475 -1.429 0.234
C 4.066 -8.514 5.064
H -7.859 0.278 -3.502
C -4.522 2.463 -3.696
H 6.558 -7.445 4.903
H 4.072 1.755 -0.304
H 2.884 3.023 0.040
H -0.446 -3.613 5.970
H -0.317 6.482 -3.107
H 3.349 -4.650 5.140
H 3.718 -2.241 -0.232
O -9.423 4.413 -1.424
H -1.600 -1.807 -1.908
H 4.150 -9.467 4.531
N 4.359 -1.728 1.717
H -8.200 5.479 0.882
O 4.584 -7.456 4.275
H -6.396 1.582 -1.932
N 6.441 -1.845 0.595
C -1.130 -0.893 -0.008
O 0.174 -0.478 -0.389
H 1.634 6.977 -4.112
H -1.207 1.968 -0.035
H 2.842 -1.613 2.989
C -0.137 1.917 -0.239
C -0.696 4.674 -4.233
H 5.743 -8.909 6.397
H 5.767 -8.849 2.293
O 1.385 -2.875 5.651
H -4.434 -3.427 -9.537
H -6.460 -0.017 -4.549
H -12.033 5.707 0.296
H -2.268 -0.185 -1.714
O -4.125 -0.243 -8.438
C 5.614 -1.403 1.572
H -3.455 2.569 -3.901
C 7.598 -1.282 0.834
H 3.315 2.722 2.503
O 4.639 1.134 2.248
H -1.140 5.222 -2.206
H 3.338 6.599 -3.896
H -3.637 -0.617 -5.109
H -4.529 3.697 -1.925
H -0.357 -3.748 8.417
H 0.023 4.887 -5.025
H -5.703 -2.197 -9.415
H 1.339 -3.282 8.442
H 6.255 2.163 1.453
C -4.773 -2.557 -8.975
N 3.690 -1.103 2.772
C 3.797 2.545 0.397
C 3.450 -4.141 6.100
C 5.967 -7.523 3.984
H -4.780 0.724 -6.814
C 2.025 5.102 -3.080
H 3.002 -8.299 5.161
H 5.214 3.765 3.081
H 3.048 -4.803 6.867
H -6.740 5.906 -0.005
C -3.713 -1.469 -9.012
H 5.433 2.590 4.377
C -5.973 0.863 -2.643
C 0.283 0.743 -1.094
H 0.392 1.837 0.714
C -5.008 3.665 -2.905
H 6.577 1.039 2.764
C 4.693 -8.616 6.444
H -10.562 6.604 -0.059
N 2.338 -2.842 1.260
H 4.590 3.293 0.378
C 5.835 2.939 3.426
O 0.838 4.948 -2.324
H 2.807 -2.303 7.047
H 4.510 -3.998 6.310
H 2.708 1.271 1.731
C 5.880 1.806 2.418
N 7.541 -0.498 1.906
H -1.570 -0.175 0.691
C 6.375 -8.755 3.193
H 2.370 7.156 -2.520
H 2.815 4.684 -2.455
H 3.222 -2.149 5.349
H 1.350 0.839 -1.300
H 1.984 4.491 -3.989
H 1.734 -2.178 0.798
H 4.635 -7.658 6.961
C -4.474 -0.291 -7.069
H 2.021 -3.770 1.028
H -2.786 -1.820 -8.544
```

Computed properties:
Charge   +1
Gap between HOMO and LUMO   7.855 eV
Lowest unoccupied orbital energy   -2.89 eV
E_tot   -67601.500 eV
ΔE to the lowest compared entry with this formula, charge and spin   0.0000 eV
Spin multiplicity   1